14
Properties=species:S:1:pos:R:3:forces:R:3 method="wB97M-V/def2-TZVPD" e_above_lowest_kj_mol=227.2 molar_mass_g_mol=130.2 multiplicity=1 homo_lumo_gap_ev=8.9 smiles="C=CNC(=O)/C=N/S" total_charge=0 homo_ev=-8.93 lumo_ev=-0.02 max_force_ev_per_a=1.2
C 0.8427 3.5011 -0.0482 0.36 -0.47 -0.34
C 0.3341 2.6015 -0.9004 -0.63 -0.08 0.39
N 0.0103 1.2424 -0.5758 0.62 0.35 0.64
C 0.4824 0.5585 0.5359 -0.26 0.57 -0.18
O 1.1635 1.0667 1.4171 -0.54 -0.89 -0.66
C 0.0452 -0.9163 0.5867 0.02 0.88 -0.05
N -0.6343 -1.3829 -0.3885 0.54 -0.33 0.88
S -0.9596 -3.0448 -0.2099 -0.07 -0.12 0.06
H 1.1296 4.4852 -0.4157 -0.33 -0.21 0.06
H 1.1052 3.2253 0.9689 -0.07 0.16 -0.31
H 0.0208 2.9037 -1.9133 0.33 -0.41 0.52
H -0.6144 0.7243 -1.1764 0.21 0.05 -0.05
H 0.3269 -1.4752 1.5111 -0.07 0.41 -0.73
H -1.7809 -3.1655 -1.2472 -0.13 0.08 -0.25

139
Properties=species:S:1:pos:R:3:forces:R:3 method="wB97M-V/def2-TZVPD" molar_mass_g_mol=869.9 multiplicity=1 homo_lumo_gap_ev=8.8 total_charge=-1 homo_ev=-6.70 lumo_ev=2.14 max_force_ev_per_a=3.9
I 0.9358 1.1939 0.9469 0.27 -0.25 0.04
C 5.4767 -1.1961 2.3738 -0.08 -0.20 0.85
C 4.5544 -0.0330 2.6313 -0.10 -0.34 0.36
O 4.7592 0.7735 1.4774 -0.62 0.59 0.07
H 5.3885 -1.9692 3.1540 0.24 0.22 -0.18
H 6.5005 -0.7879 2.3307 -0.27 -0.56 -0.19
H 5.1309 -1.6257 1.4283 0.45 -0.04 0.11
H 4.7148 0.5309 3.5587 0.69 0.09 -0.15
H 3.5269 -0.3761 2.7962 -0.14 0.04 -0.82
H 3.8888 1.0435 1.1675 -0.18 0.12 -0.08
C -3.5936 -1.9288 5.3762 1.46 -0.85 1.89
C -2.1388 -1.3874 5.4786 -0.72 1.18 -0.57
C -2.0354 0.1648 5.4714 0.77 -0.72 0.78
O -2.3465 0.6448 4.1767 -0.46 0.03 0.99
C -2.1451 2.0319 4.0652 -0.98 0.33 -0.17
N -1.4704 -1.8575 6.6744 0.68 -0.97 0.47
H -4.1889 -1.5459 6.2179 -0.07 0.45 -0.53
H -3.5415 -3.0161 5.6674 -0.11 0.71 -0.96
H -3.9991 -1.7511 4.3956 -0.37 -0.06 -0.16
H -1.6273 -1.5931 4.5350 0.15 -0.73 -0.05
H -0.9588 0.3769 5.6609 -0.39 0.09 0.03
H -2.6008 0.6535 6.3065 0.01 -0.28 -0.83
H -2.7578 2.6133 4.7922 0.42 -0.43 -0.31
H -2.4767 2.2679 3.0667 -0.14 0.35 -0.35
H -1.1056 2.2916 4.1317 0.69 0.14 0.30
H -0.4597 -1.6630 6.6610 -0.60 0.11 -0.23
H -1.4913 -2.8883 6.7522 -0.28 0.79 -0.21
C -3.5194 -5.4922 -2.1323 -0.01 0.34 -2.07
C -3.9030 -4.3506 -1.2799 -0.25 3.39 2.02
C -2.6485 -3.6504 -0.6153 -1.72 -0.45 -1.97
O -1.8054 -3.1128 -1.6199 0.41 -0.62 0.16
C -0.4651 -2.8408 -1.1827 -1.47 0.67 -0.06
N -4.7964 -3.3164 -1.9525 0.16 -2.49 -0.43
H -3.0858 -6.3294 -1.6031 0.05 -0.09 0.20
H -2.8158 -5.1358 -2.9213 -0.09 -0.26 0.67
H -4.3822 -5.7949 -2.7200 -0.25 -0.47 0.16
H -4.4691 -4.6294 -0.3560 0.19 -0.30 -0.82
H -2.1618 -4.4428 -0.1019 0.78 -0.34 1.09
H -3.0866 -2.8515 -0.0346 0.44 0.10 0.70
H 0.1239 -3.7343 -0.9695 0.03 0.00 -0.28
H -0.5117 -2.2079 -0.2938 0.19 -0.05 0.23
H -0.1378 -2.2054 -1.9965 1.05 -0.22 -0.06
H -4.4595 -3.0290 -2.8418 0.65 -0.28 -1.01
H -4.9124 -2.4445 -1.5053 0.19 0.78 1.57
C 5.6166 0.5930 -2.7819 1.24 0.42 -0.43
C 4.2965 0.4273 -3.4891 -0.37 0.06 1.38
C 3.2769 -0.1555 -2.4972 -0.02 -0.35 -0.07
O 3.4848 -1.4887 -1.9752 -1.15 1.25 -0.61
C 3.3411 -2.4988 -2.9636 1.45 -0.40 0.57
N 3.7993 1.7443 -3.8136 -0.65 -0.69 -2.45
H 5.7505 -0.1607 -2.0311 0.02 -0.64 0.34
H 5.7045 1.5659 -2.2804 -0.41 -0.13 -0.06
H 6.4864 0.5556 -3.4557 -0.29 -0.10 0.01
H 4.3996 -0.1934 -4.3533 0.02 -0.30 -0.80
H 2.2682 0.0185 -2.9205 0.15 -0.64 0.18
H 3.3784 0.5282 -1.6745 -0.21 -0.10 0.75
H 3.3618 -3.4273 -2.3854 -0.57 -0.06 -0.29
H 4.3001 -2.5112 -3.4806 -0.08 -0.13 -0.74
H 2.5100 -2.4422 -3.6872 0.06 0.28 0.60
H 3.8792 2.3360 -3.0334 -0.09 0.91 1.19
H 2.8151 1.7066 -4.1145 0.53 0.24 0.35
C -3.2734 2.9188 -0.2107 0.72 -0.06 0.74
C -2.0739 3.6066 -0.8499 -0.41 -0.61 0.34
C -2.3857 4.7280 -1.7837 0.21 -0.94 -0.64
O -3.0965 5.8099 -1.3339 -0.76 1.42 0.65
C -2.3360 6.8741 -0.7848 -0.16 0.66 -0.72
N -1.0346 3.9644 0.1145 -0.72 -0.06 0.90
H -4.0236 2.6642 -0.9520 -0.19 -0.10 0.08
H -3.6759 3.5694 0.5689 -0.37 0.11 -0.17
H -2.9307 2.0111 0.3264 -0.28 0.23 -0.48
H -1.5944 2.8933 -1.5106 0.17 -0.40 -0.24
H -2.9525 4.3166 -2.6055 -0.26 -0.23 -0.40
H -1.4151 4.9779 -2.1573 0.74 0.80 -0.62
H -2.2647 6.7540 0.2853 0.10 0.11 0.54
H -2.8699 7.8669 -0.9983 0.85 -1.44 0.15
H -1.3045 6.8403 -1.2057 -0.62 0.37 0.20
H -1.4141 4.5533 0.8625 0.02 0.09 -0.36
H -0.8416 3.0919 0.5924 0.48 -0.12 0.19
C -1.7011 -0.8043 -4.9463 -0.47 -0.19 0.91
C -2.1933 0.1480 -3.8506 -0.50 1.46 1.94
C -3.6822 0.6206 -4.0233 2.33 0.92 -0.51
O -3.7338 1.2924 -5.2604 0.28 -0.40 -0.76
C -5.0647 1.5235 -5.5996 -0.26 0.18 0.40
N -2.1255 -0.3120 -2.4037 0.30 -0.64 -1.30
H -1.5422 -0.2146 -5.8517 -0.29 -0.44 -0.09
H -2.4157 -1.6390 -5.0374 0.03 0.40 -0.49
H -0.7693 -1.3019 -4.6746 0.22 0.32 0.14
H -1.5745 1.0837 -3.8611 -0.52 -0.69 -0.30
H -4.0009 1.3183 -3.2461 0.38 0.06 0.41
H -4.3996 -0.1553 -4.0008 -0.64 -1.48 -0.03
H -5.4320 2.2228 -4.8523 -0.71 0.25 0.06
H -5.6386 0.5837 -5.5138 -0.07 0.32 -0.34
H -5.1546 1.9873 -6.5833 0.15 -0.24 0.02
H -1.3273 0.0820 -1.9305 0.31 0.43 -0.05
H -1.9472 -1.3189 -2.3542 -0.57 0.16 -0.05
C 1.0526 -5.1264 3.6695 -0.59 -1.38 1.35
C 0.2676 -3.8722 3.6346 -0.03 1.83 -1.36
C 1.2214 -2.6543 3.9141 0.08 -0.37 -0.22
O 1.5736 -2.5562 5.2925 -0.08 0.27 0.37
C 2.4712 -1.4642 5.4669 0.75 -1.36 -0.09
N -0.3903 -3.7156 2.2807 0.19 0.85 1.50
H 1.5499 -5.1641 4.6499 0.08 -0.23 -0.29
H 1.7897 -5.1723 2.8940 0.48 0.12 -0.52
H 0.3957 -6.0153 3.5830 0.34 0.41 0.00
H -0.5533 -3.8412 4.3569 0.25 -0.12 0.20
H 0.6861 -1.7508 3.5973 0.02 0.23 0.06
H 2.1886 -2.6878 3.3380 -0.98 -0.31 0.12
H 2.0133 -0.5562 5.1671 -0.46 1.10 -0.44
H 3.3628 -1.6577 4.8469 -0.11 0.29 0.07
H 2.8203 -1.3544 6.4957 -0.37 -0.38 0.07
H 0.3735 -3.6874 1.6287 0.43 -0.05 -0.59
H -0.7703 -2.7481 2.2559 -0.09 -0.83 -0.10
O 2.3604 -2.2908 0.9982 0.24 -0.30 -0.55
H 1.8369 -1.5256 1.2631 -0.03 0.28 -0.18
H 2.6385 -2.1101 0.0787 -0.14 0.15 0.43
O 3.5673 2.7995 -0.8435 0.22 0.29 -0.02
H 3.0499 2.0728 -0.4761 -0.46 -0.06 0.06
H 3.9251 3.2269 -0.0588 0.20 0.06 0.03
O 0.7379 2.7850 -3.1824 0.18 -1.25 1.52
H 0.9139 2.5622 -2.2267 -0.27 -0.05 -1.25
H 0.8773 3.7192 -3.1191 0.11 1.22 -0.14
O 4.3050 3.1231 -6.4009 0.50 -1.41 -0.11
H 4.3897 2.3621 -5.7775 -0.03 0.63 -0.41
H 3.9257 3.7563 -5.8144 -0.45 0.91 0.53
O 7.4699 0.7419 -0.2220 -0.27 -0.15 2.37
H 6.6300 0.6553 0.2893 0.74 0.15 -0.27
H 7.1691 0.7612 -1.0999 -0.41 0.08 -1.80
O -4.0156 -0.6219 -0.3011 -0.27 -0.14 0.69
H -3.4380 -0.3032 -1.0049 0.28 0.06 -0.61
H -3.3982 -0.7838 0.4310 -0.14 0.14 0.09
O 1.0863 5.6296 2.2161 0.02 0.90 0.90
H 1.0424 4.6894 2.2447 -0.02 -1.27 0.10
H 1.0663 5.8271 1.2916 -0.02 0.27 -1.13
O -1.9154 -0.8225 1.9545 -0.01 0.96 1.18
H -1.0739 -0.4598 1.6436 0.14 -0.03 -0.42
H -2.0546 -0.2231 2.7622 -0.14 -1.12 -1.11
O 1.1387 4.9201 -1.0507 0.10 0.23 -0.08
H 0.3991 4.4474 -0.5837 -0.22 0.28 -0.03
H 1.9322 4.5321 -0.6817 0.46 -0.25 -0.14

24
Properties=species:S:1:pos:R:3:forces:R:3 method="wB97M-V/def2-TZVPD" e_above_lowest_kj_mol=78.8 molar_mass_g_mol=120.2 multiplicity=1 homo_lumo_gap_ev=9.0 smiles=CCCCNCN.O total_charge=0 homo_ev=-8.40 lumo_ev=0.63 max_force_ev_per_a=1.7
C -1.9236 0.7446 -0.9017 0.44 -0.27 0.00
C -0.4565 0.5375 -1.2614 0.89 1.34 -0.61
C 0.5154 1.4340 -0.4459 -0.96 -0.61 0.28
C 0.3527 1.1895 1.0537 0.66 0.20 0.28
N 0.9889 -0.0544 1.5183 -0.83 0.14 -0.08
C 0.1121 -1.0824 2.0716 0.67 -0.50 0.20
N -0.4532 -2.0789 1.1522 0.01 0.65 0.14
H -2.1217 1.7828 -0.6425 0.01 0.16 -0.10
H -2.1614 0.1620 -0.0337 -0.45 -0.32 0.53
H -2.5922 0.4551 -1.7103 0.01 -0.06 0.00
H -0.3497 0.8762 -2.3015 0.15 -0.31 -0.02
H -0.0254 -0.4570 -1.1939 -0.83 -0.25 0.03
H 1.5529 1.2063 -0.7011 0.05 0.12 -0.17
H 0.3160 2.4702 -0.7067 0.09 0.25 0.15
H -0.6952 1.2236 1.3540 -0.11 -0.23 -0.12
H 0.8098 1.9981 1.6242 0.11 0.30 -0.14
H 1.5772 -0.4605 0.8007 -0.01 0.04 0.01
H 0.7336 -1.6303 2.7860 -0.19 -0.12 0.03
H -0.6939 -0.6240 2.6405 -0.01 0.15 -0.03
H 0.2975 -2.3147 0.5138 -0.10 -0.30 -0.22
H -1.1780 -1.6347 0.5952 0.08 -0.14 -0.07
O 1.7918 -1.4806 -1.7937 0.39 -0.51 0.64
H 2.3473 -0.6952 -1.8352 -0.25 -0.07 -0.46
H 1.2557 -1.5672 -2.5826 0.17 0.35 -0.25

90
Properties=species:S:1:pos:R:3:forces:R:3 method="wB97M-V/def2-TZVPD" molar_mass_g_mol=724.0 multiplicity=8 homo_lumo_gap_ev="7.9 / 5.4" total_charge=+1 homo_ev="-10.68 / -10.66" lumo_ev="-2.76 / -5.24" max_force_ev_per_a=2.4
Gd -0.5288 0.1474 0.2773 -0.04 -1.92 1.49
C -0.8304 1.0926 -1.9848 1.36 1.48 0.38
C -1.4222 2.0452 -1.0784 1.71 0.59 -0.20
C 0.8629 1.9613 -0.5964 -1.16 0.13 -1.65
C 0.5866 1.0788 -1.7247 -0.73 1.50 0.21
C -0.3705 2.5903 -0.2158 -0.23 -0.58 -2.18
C -1.5194 0.4888 -3.1610 -0.25 -0.12 -0.47
H -2.5733 0.2482 -2.9778 0.13 0.12 0.09
H -1.0539 -0.4321 -3.5319 0.05 0.23 0.14
H -1.5036 1.2070 -3.9942 -0.06 -0.17 0.09
C 1.6323 0.5232 -2.6145 0.65 -0.56 0.07
H 1.2112 -0.1151 -3.3962 0.08 0.19 0.04
H 2.3707 -0.0768 -2.0611 -0.23 0.28 -0.26
H 2.1922 1.3402 -3.0960 -0.20 -0.22 0.08
C 2.2058 2.3534 -0.1055 0.68 0.06 0.18
H 2.5178 3.2962 -0.5798 -0.06 -0.16 0.09
H 2.9756 1.6059 -0.3194 -0.20 0.11 -0.02
H 2.2419 2.5207 0.9788 -0.08 -0.02 -0.19
C -0.3940 3.8723 0.5309 -0.01 0.67 0.46
H -0.2198 4.6862 -0.1960 -0.13 -0.18 0.29
H 0.4209 3.9408 1.2660 -0.22 -0.05 -0.27
H -1.3259 4.0999 1.0632 0.08 -0.16 -0.19
C -2.6702 2.7439 -1.4632 -0.84 0.21 -0.24
H -2.4337 3.3180 -2.3865 -0.35 -0.13 0.55
H -3.0490 3.4308 -0.6989 0.14 -0.09 -0.18
H -3.4896 2.0527 -1.7218 0.21 0.23 0.09
C -3.8439 -0.6531 1.5933 0.58 -0.45 0.97
C -4.2544 -0.0922 0.4714 0.20 0.51 -1.27
C -5.5836 0.6066 0.3618 -0.52 -0.21 -0.49
C -5.6559 1.9912 1.0911 -0.34 0.34 0.01
C -4.4235 2.4283 1.8453 0.15 -0.03 0.32
C -4.0649 1.8394 2.9959 -0.10 0.23 -0.20
C -4.8503 0.6849 3.5737 -0.18 0.26 0.48
C -4.7014 -0.6860 2.8383 -0.04 -0.56 0.35
H -6.3960 -0.0354 0.7595 0.51 0.24 -0.17
H -6.4889 1.9230 1.8145 0.29 0.16 -0.31
H -5.8331 0.7605 -0.7053 0.18 -0.11 0.50
H -5.7186 -1.0659 2.6054 0.64 0.17 -0.01
H -2.8216 -1.0708 1.7565 -0.63 0.13 -0.54
H -3.6335 -0.0098 -0.4532 -0.16 -0.29 0.82
H -4.2692 -1.4121 3.5535 -0.21 0.28 -0.41
H -4.5606 0.5612 4.6334 -0.21 0.01 -0.48
H -3.2230 2.1998 3.6016 -0.21 -0.01 -0.45
H -5.9259 0.9449 3.5727 0.48 -0.04 0.08
H -5.9411 2.7714 0.3619 0.17 -0.38 0.34
H -3.8672 3.2773 1.4281 -0.10 -0.35 0.36
P -0.6483 -2.3406 -0.7379 0.05 0.07 -0.42
C 0.5741 -2.6058 -2.0616 -0.13 -0.21 0.35
H 0.4956 -3.6909 -2.2015 0.40 0.14 -0.51
H 1.5857 -2.3239 -1.7379 -0.53 -0.24 -0.07
H 0.2817 -2.0454 -2.9627 0.12 -0.40 0.33
C -0.2779 -3.6055 0.5242 -0.14 0.24 -0.47
H -0.2358 -4.5143 -0.0971 0.09 -0.16 0.79
H -1.1018 -3.6283 1.2608 0.42 -0.23 -0.34
H 0.6924 -3.3770 1.0015 -0.38 -0.24 -0.30
C -2.1905 -2.8649 -1.5502 0.51 -0.13 0.27
H -2.9808 -2.9380 -0.7852 0.16 -0.17 -0.53
H -1.8747 -3.8348 -1.9683 -0.90 0.15 -0.14
H -2.4539 -2.1287 -2.3321 0.06 -0.55 0.34
P 0.1933 0.3832 2.8172 1.87 -0.15 0.48
C 0.3269 2.1127 3.3949 -0.78 -0.38 0.45
H 0.2384 1.9519 4.4779 0.14 0.91 -0.02
H -0.4566 2.7644 2.9790 0.32 -0.22 0.49
H 1.3378 2.4576 3.1026 -0.66 -0.15 0.29
C -0.4945 -0.8665 3.9663 -0.17 0.75 0.14
H -1.4596 -0.4928 4.3403 0.30 -0.52 0.23
H 0.3060 -0.9386 4.7233 -0.83 -0.29 0.11
H -0.6101 -1.8334 3.4329 0.07 0.62 0.32
C 1.9592 0.0062 3.1254 -0.36 -0.03 -0.23
H 2.0551 0.3264 4.1811 0.42 -0.36 -0.40
H 2.6059 0.5856 2.4454 -0.29 -0.38 0.56
H 2.1385 -1.0723 2.9651 0.12 0.61 0.32
C 7.7567 -2.2136 -4.0216 0.36 -0.10 -0.30
C 6.6378 -1.9233 -3.0667 -0.23 0.16 0.25
C 6.9275 -1.4279 -1.7849 -1.15 -0.09 0.00
C 5.8754 -1.1421 -0.8840 0.20 0.37 -0.17
C 4.5251 -1.2887 -1.2511 -0.36 -0.45 -0.79
C 4.2556 -1.8436 -2.5255 0.75 0.47 0.29
C 5.3016 -2.1320 -3.4382 -0.31 0.37 1.09
S 3.2623 -1.2319 0.2794 0.29 -1.78 -0.93
O 3.3988 -2.6879 0.4559 -0.94 1.49 0.81
O 3.9273 -0.2677 1.1072 0.73 0.00 0.49
O 1.7408 -0.8536 0.3884 1.28 -0.49 -1.51
H 8.3520 -1.3081 -4.2207 -0.21 -0.27 0.04
H 8.4480 -2.9646 -3.6074 -0.24 0.21 -0.13
H 7.3745 -2.5903 -4.9802 0.15 0.10 0.27
H 7.9764 -1.2699 -1.4968 -0.60 -0.07 0.01
H 6.1411 -0.7798 0.1026 -0.19 0.00 -0.06
H 3.2419 -2.0250 -2.8362 -0.16 -0.06 -0.11
H 5.0741 -2.5190 -4.4354 -0.01 0.11 0.39